Record 1
{"formula": "C51H44F8O3", "method": "the ωB97M-V functional and the def2-TZVPD basis", "spin_multiplicity": 1, "smiles": "Fc1ccccc1.Fc1ccccc1.Fc1ccccc1.Fc1ccccc1.Fc1ccccc1.Fc1ccccc1.Fc1ccccc1.Fc1ccccc1.O=C1OCCO1", "total_energy_ev": -81480.9416, "species": ["F", "C", "C", "C", "C", "C", "C", "H", "H", "H", "H", "H", "F", "C", "C", "C", "C", "C", "C", "H", "H", "H", "H", "H", "F", "C", "C", "C", "C", "C", "C", "H", "H", "H", "H", "H", "F", "C", "C", "C", "C", "C", "C", "H", "H", "H", "H", "H", "F", "C", "C", "C", "C", "C", "C", "H", "H", "H", "H", "H", "F", "C", "C", "C", "C", "C", "C", "H", "H", "H", "H", "H", "F", "C", "C", "C", "C", "C", "C", "H", "H", "H", "H", "H", "F", "C", "C", "C", "C", "C", "C", "H", "H", "H", "H", "H", "O", "C", "O", "C", "C", "O", "H", "H", "H", "H"], "coordinates": [[-2.638347, -0.095484, -0.667278], [-3.762059, 0.221928, -0.013011], [-4.547456, 1.284915, -0.435103], [-5.739487, 1.424265, 0.184299], [-6.190843, 0.584246, 1.232001], [-5.347202, -0.456886, 1.646999], [-4.101829, -0.645603, 1.048681], [-4.214138, 1.907375, -1.311952], [-6.304670, 2.278758, -0.138367], [-7.171501, 0.730316, 1.641220], [-5.708904, -0.967286, 2.526066], [-3.369478, -1.378714, 1.350269], [5.087128, 2.942611, -0.206415], [4.528478, 2.237701, 0.813431], [4.885585, 0.902432, 1.114994], [4.182744, 0.300653, 2.149395], [3.268707, 0.959463, 2.876090], [3.087857, 2.314972, 2.663774], [3.681518, 2.894549, 1.591016], [5.406589, 0.179063, 0.490293], [4.391586, -0.720144, 2.424744], [2.702947, 0.463262, 3.670686], [2.363300, 2.834578, 3.338434], [3.459376, 3.890395, 1.281590], [-3.113845, -5.012168, -0.903698], [-2.329661, -4.128598, -1.604406], [-1.109125, -4.575735, -2.178668], [-0.328041, -3.744187, -2.958981], [-0.751762, -2.437752, -3.133838], [-1.985051, -1.963853, -2.561126], [-2.733810, -2.836727, -1.796509], [-0.687653, -5.545979, -1.966460], [0.564746, -4.203267, -3.328689], [-0.079227, -1.809834, -3.768676], [-2.323311, -0.945765, -2.800417], [-3.569027, -2.419348, -1.302330], [-3.395731, 0.091896, 5.354956], [-2.465676, 1.054227, 5.556416], [-2.021477, 1.847266, 4.552993], [-1.067032, 2.846582, 4.908326], [-0.684796, 3.063979, 6.227223], [-1.195420, 2.256053, 7.218021], [-2.121335, 1.275954, 6.871255], [-2.248318, 1.602560, 3.524412], [-0.721688, 3.571304, 4.135086], [0.120893, 3.800722, 6.406860], [-0.838080, 2.291034, 8.240608], [-2.557601, 0.589201, 7.675758], [-0.128194, -3.152462, 2.334237], [0.415913, -2.551758, 3.410327], [1.622624, -3.014202, 3.925249], [2.122199, -2.509482, 5.110139], [1.417976, -1.494262, 5.787364], [0.224900, -0.978451, 5.228533], [-0.290222, -1.564187, 4.100240], [2.149233, -3.778733, 3.381038], [3.095961, -2.830739, 5.474480], [1.821639, -1.159299, 6.670978], [-0.293667, -0.111866, 5.637601], [-1.236977, -1.222201, 3.675625], [-3.433742, 2.540211, -3.774272], [-2.446626, 3.363910, -3.999440], [-2.510115, 4.265470, -5.083439], [-1.405867, 5.147777, -5.289924], [-0.242183, 5.057693, -4.492990], [-0.189377, 4.137065, -3.472826], [-1.298949, 3.245630, -3.214427], [-3.454021, 4.316028, -5.674865], [-1.469128, 5.875400, -6.081978], [0.612322, 5.756762, -4.572316], [0.612546, 4.097223, -2.732453], [-1.337074, 2.512166, -2.428931], [1.833582, -6.112165, -1.033365], [2.387849, -4.916601, -1.142998], [3.219366, -4.604749, -2.189221], [3.811240, -3.360264, -2.314360], [3.477014, -2.369942, -1.406423], [2.525437, -2.646271, -0.421134], [1.981276, -3.890386, -0.285610], [3.501933, -5.396386, -2.935064], [4.566035, -3.140758, -3.076126], [3.927816, -1.370724, -1.531696], [2.312824, -1.863618, 0.300356], [1.121338, -4.074191, 0.379277], [2.983999, 0.603849, -3.324606], [2.112920, 0.350644, -4.324407], [2.396912, -0.640253, -5.245509], [1.434180, -0.921329, -6.253085], [0.360861, -0.113707, -6.346814], [0.251931, 1.027183, -5.543509], [1.109557, 1.251745, -4.477754], [3.275984, -1.265530, -5.043096], [1.640236, -1.772446, -6.898782], [-0.441178, -0.176288, -7.079294], [-0.539199, 1.777501, -5.613616], [1.092780, 2.070594, -3.754330], [-0.192246, 3.132091, 1.215243], [0.190679, 2.088483, 0.894083], [1.041586, 1.778980, -0.124819], [0.999693, 0.435857, -0.430386], [0.301787, -0.175801, 0.805745], [-0.293610, 0.950949, 1.461415], [0.437250, 0.143709, -1.280533], [1.953682, 0.010851, -0.652514], [0.989734, -0.602784, 1.559127], [-0.440268, -0.910913, 0.555922]], "forces_ev_per_angstrom": [[0.6787, 0.5404, -0.1581], [-0.6426, -1.0865, 1.0766], [2.0799, -0.5891, -1.4386], [-1.7138, 0.3680, 1.2887], [1.4453, 0.1279, -1.4978], [-0.5642, 1.1053, 0.2672], [-0.2829, 1.2319, -0.8168], [-0.4344, -0.6435, 1.1627], [-0.6408, 0.0867, 0.0639], [-0.1408, 0.0385, 0.3006], [0.3928, -0.6648, -0.0413], [-0.1294, -0.2189, 0.0670], [-0.0746, -0.7052, 0.1010], [2.5543, -2.3968, -1.1815], [-0.8967, 0.0873, -0.9325], [1.2495, -1.1262, -0.7066], [-1.3562, 1.0444, 1.9981], [-2.0339, -0.4859, 1.5597], [-1.1870, 2.2800, 0.5543], [0.5810, 0.8712, -0.1322], [0.0713, -0.3383, -0.3117], [0.2891, 0.0977, -0.1954], [0.7526, -0.1789, -0.9190], [-0.1478, 0.7373, 0.1346], [0.7263, 0.8131, -0.3724], [1.3874, -1.3311, -0.6434], [-1.0806, -0.2762, 0.9595], [-1.2956, 0.1196, 1.0475], [-0.1923, 1.2887, -0.7187], [2.4071, -0.5615, -1.6320], [0.0323, 0.6044, 0.0453], [-0.4976, -0.3749, 0.1086], [0.5264, 0.4357, -0.4236], [-0.9697, -0.1341, 0.6089], [0.2104, -0.6304, 0.3774], [-1.1085, -0.0749, 0.3877], [0.2200, -0.1137, -0.4856], [-1.1739, 0.0417, 1.2021], [1.7581, 0.8421, -0.5137], [-0.8963, 0.4991, -0.9760], [1.0465, 0.3942, -0.8383], [-0.3043, -0.8848, 0.2148], [-0.1839, -1.0583, 2.1134], [-0.1631, 0.3267, -0.0869], [-0.1492, -0.9715, 0.4964], [-0.7651, -0.3978, 0.1192], [-0.1548, 0.2712, -0.0338], [0.6593, 1.0728, -1.3271], [0.0882, 0.2500, -0.1231], [0.1513, 0.0455, 1.7584], [-0.2961, -0.2366, -0.8273], [-0.4675, 1.0733, 0.3580], [-0.8542, -0.9885, -2.5788], [1.1202, -0.2364, 0.8520], [-0.5485, -0.1758, -1.6650], [0.1502, -0.2141, -0.1126], [-0.3107, -0.1096, 0.0337], [0.6772, 1.0658, 1.8839], [0.2289, -0.4194, 0.2059], [0.2252, -0.0258, 0.1389], [-1.5805, -0.9941, 0.2831], [2.6084, 1.3772, -0.9942], [0.4167, 0.6789, 0.4054], [-0.6231, -1.3092, 0.4789], [-0.1766, 0.5645, -0.0824], [-1.7914, -1.5639, 1.3875], [0.3137, 1.6552, -1.1192], [1.0234, 0.0337, 0.4322], [0.0155, 0.0999, -0.1042], [-0.7704, -0.4222, -0.3363], [0.0550, 0.0858, -0.5138], [0.3673, -0.0750, 0.3133], [-0.2170, -0.8108, 0.0023], [-0.3053, 2.0972, -0.0542], [1.2297, -1.9806, -1.4785], [0.1317, 0.6126, 0.2735], [0.1184, 0.4777, -0.2679], [1.0102, 1.0611, 0.1304], [-1.1746, -1.2886, 0.2409], [-0.4211, 0.7108, 0.9039], [-0.4508, -0.2953, 0.1183], [-0.3321, -0.5576, 0.3191], [-0.2967, -0.1637, -0.0885], [0.7684, 0.0398, -0.0434], [0.3111, -0.3811, 0.3295], [1.4133, -0.1911, -0.6522], [-0.5112, -0.8715, 0.4512], [2.4395, -0.8890, 1.0289], [-1.9228, 2.1384, -0.6074], [-0.4429, 0.6688, 1.2313], [-0.3865, 0.1299, -0.0713], [-0.4075, 0.2201, -0.3990], [-0.3347, 0.2241, -0.0070], [0.3925, -0.5799, -0.1267], [-0.0566, -0.5067, -0.5268], [-0.3781, -0.2265, -0.5752], [-0.1803, 3.1475, 0.6246], [-0.1976, -3.3178, -0.8046], [-0.0222, 1.9631, -0.0073], [-0.5434, -2.0458, 1.3030], [1.1202, -0.1355, 0.9420], [0.2745, -0.1140, -0.6713], [-1.0300, 0.6108, -1.1807], [1.0092, 0.1731, 0.3825], [-0.0704, 0.0228, -0.5378], [-0.4478, -0.1837, -0.1285]]}

---

Record 2
{"formula": "C5H12NP", "method": "the ωB97M-V functional and the def2-TZVPD basis", "spin_multiplicity": 1, "smiles": "CCPN=C(C)C", "total_energy_ev": -16156.0910, "species": ["C", "C", "P", "N", "C", "C", "C", "H", "H", "H", "H", "H", "H", "H", "H", "H", "H", "H", "H"], "coordinates": [[-3.594429, 0.205964, 0.372845], [-2.161394, 0.646716, 0.474676], [-1.029821, -0.216406, -0.664650], [0.751565, 0.293703, 0.452928], [1.842541, -0.059567, -0.039219], [3.083606, 0.468956, 0.536731], [1.929445, -0.893115, -1.381704], [-4.250551, 0.827859, -0.274722], [-3.707053, -0.792259, 0.119064], [-3.983600, 0.194270, 1.423861], [-1.696927, 0.454395, 1.394968], [-2.210173, 1.749523, 0.276384], [-1.293362, -1.435295, 0.145604], [3.731400, 0.758263, -0.318611], [3.557613, -0.302217, 1.137556], [3.056089, 1.183507, 1.390758], [2.751929, -1.631099, -1.241307], [2.333996, -0.233151, -2.207756], [0.889120, -1.220042, -1.597411]], "forces_ev_per_angstrom": [[-1.1060, 1.0935, 1.8179], [-0.1276, 2.2538, -1.7375], [2.0163, -0.5598, 2.1288], [-3.7509, -0.2189, -0.7053], [-1.0088, -0.3670, -2.3492], [1.7744, -0.0287, 0.9876], [1.1851, 1.3448, 0.9106], [0.6131, -0.3817, 0.4712], [-0.1471, -2.0821, -0.9686], [-0.1468, 0.4543, -0.8698], [0.2015, 0.0816, 1.5771], [0.7121, -0.8203, 0.3101], [0.5174, 0.6389, -0.9937], [-0.0212, 0.0691, 0.9174], [0.5601, -0.8341, -0.6085], [-0.8101, 0.3576, -1.3148], [-1.0537, -0.1491, -0.2321], [-0.7140, -0.4934, 0.8153], [1.3062, -0.3585, -0.1565]]}

---

Record 3
{"formula": "C14H17N3OS", "method": "the ωB97M-V functional and the def2-TZVPD basis", "spin_multiplicity": 1, "smiles": "Cc1cc(=O)nc(SCc2ccccc2N(C)C)[nH]1", "total_energy_ev": -32144.4785, "species": ["C", "C", "C", "C", "O", "N", "C", "S", "C", "C", "C", "C", "C", "C", "C", "N", "C", "C", "N", "H", "H", "H", "H", "H", "H", "H", "H", "H", "H", "H", "H", "H", "H", "H", "H", "H"], "coordinates": [[1.412447, 2.134314, 1.948167], [-0.134304, 2.278166, 1.741510], [-0.815456, 3.475117, 1.853570], [-2.197552, 3.607556, 1.672799], [-2.812254, 4.625956, 1.619478], [-2.865547, 2.518612, 1.193743], [-2.186825, 1.432250, 0.913562], [-3.121784, 0.214001, 0.154272], [-1.987937, -1.222481, -0.432006], [-0.719537, -0.759903, -1.261552], [-0.828214, 0.298424, -2.133984], [0.346698, 0.684863, -2.934065], [1.507011, -0.003136, -2.804805], [1.615831, -0.974902, -1.848781], [0.525100, -1.325342, -1.083359], [0.808940, -2.335817, -0.182082], [0.224072, -3.655335, -0.365984], [1.857409, -2.126751, 0.899003], [-0.905570, 1.166205, 1.406007], [1.787803, 1.534457, 1.124554], [1.730568, 1.727512, 2.967786], [1.883735, 3.189281, 1.925447], [-0.243928, 4.309287, 2.135777], [-2.487283, -1.921156, -1.146310], [-1.699193, -1.697190, 0.435088], [-1.795827, 0.677325, -2.311330], [0.217206, 1.454702, -3.670171], [2.324273, 0.289567, -3.453852], [2.372408, -1.688424, -1.792873], [-0.431837, -3.844915, 0.505377], [-0.331044, -3.665146, -1.225406], [0.959906, -4.448426, -0.567756], [2.737632, -2.771099, 0.709972], [2.292843, -1.065226, 0.849845], [1.392743, -2.341966, 1.930536], [-0.432533, 0.229621, 1.227819]], "forces_ev_per_angstrom": [[-0.7231, 1.5021, 0.9765], [-0.1698, 1.1442, 0.7343], [3.1735, -2.3238, 0.7885], [-0.8700, -0.4557, -1.6272], [-0.6853, 2.9990, 1.1358], [0.5883, -3.7292, -1.5091], [0.2905, 0.7187, 2.2142], [-0.5760, -2.0396, -1.4839], [0.7943, 2.2329, -2.5635], [-1.7498, 0.7383, 1.3011], [2.9406, -0.3176, -1.8357], [-3.6682, -0.2157, 1.3657], [1.0932, 0.8642, -0.4766], [-1.3627, 0.2706, -0.5400], [1.1373, -0.4132, 0.0309], [0.7013, -0.6792, 2.3526], [1.2380, 0.5507, 2.5360], [-0.7876, 0.3497, -0.5953], [0.9783, -0.9219, -1.1309], [0.3637, -0.0928, 0.0728], [-0.7498, 0.1642, -1.4494], [-0.8579, -1.7132, -0.2308], [0.5372, 1.1155, 0.1894], [-0.4965, 0.7542, 1.0425], [0.6706, -1.4043, 1.7065], [-0.7717, 0.9223, -0.2142], [0.0552, 0.2664, -0.1700], [0.1553, -0.2766, 0.0583], [1.7574, -0.4850, 0.0683], [0.3165, -0.7045, -0.4097], [-1.7672, 0.2854, -2.1318], [0.1046, 0.1072, 0.6685], [-0.4701, -0.0242, 0.3367], [-1.0709, -1.4227, 0.1088], [0.8586, 0.3235, -1.4240], [-0.9780, 1.9103, 0.1049]]}

---

Record 4
{"formula": "C20H25ClN4OS", "method": "the ωB97M-V functional and the def2-TZVPD basis", "spin_multiplicity": 1, "smiles": "COC[C@H](C)/N=C1\\NN=C(c2cc(C)n(Cc3ccccc3Cl)c2C)CS1", "total_energy_ev": -52510.4655, "species": ["C", "O", "C", "C", "C", "N", "C", "N", "N", "C", "C", "C", "C", "C", "N", "C", "C", "C", "C", "C", "C", "C", "Cl", "C", "C", "C", "S", "H", "H", "H", "H", "H", "H", "H", "H", "H", "H", "H", "H", "H", "H", "H", "H", "H", "H", "H", "H", "H", "H", "H", "H", "H"], "coordinates": [[-3.695612, -2.715254, -0.434096], [-4.513772, -2.149537, 0.563509], [-5.780111, -1.697866, 0.112719], [-5.881173, -0.160504, 0.109953], [-7.294052, 0.264354, -0.285305], [-4.974065, 0.413653, -0.851761], [-3.755543, 0.645196, -0.604267], [-3.074912, 0.377691, 0.558366], [-1.728728, 0.395153, 0.748185], [-0.986235, 1.211628, 0.097014], [0.443653, 1.188883, 0.289252], [1.352606, 2.211349, -0.098601], [2.606821, 1.815268, 0.263716], [3.896345, 2.540507, 0.109886], [2.508001, 0.577458, 0.849721], [3.618277, -0.179207, 1.370248], [4.719544, -0.412386, 0.365067], [6.031150, -0.075570, 0.679497], [7.064241, -0.282667, -0.215812], [6.798104, -0.831958, -1.458262], [5.502873, -1.182488, -1.791829], [4.475176, -0.980176, -0.883240], [2.874493, -1.456847, -1.339861], [1.201483, 0.190599, 0.883124], [0.753778, -1.099592, 1.467063], [-1.569152, 2.199226, -0.873378], [-2.811429, 1.353604, -1.922350], [-2.741454, -2.936533, 0.042145], [-4.132071, -3.643806, -0.819969], [-3.534326, -2.026430, -1.269453], [-5.987111, -2.073050, -0.893858], [-6.531918, -2.099252, 0.802206], [-5.669571, 0.195192, 1.132197], [-8.025031, -0.154794, 0.401451], [-7.367270, 1.347839, -0.267406], [-7.507760, -0.076166, -1.294378], [-3.513331, -0.323798, 1.148674], [1.108686, 3.144969, -0.565300], [4.440779, 2.578652, 1.053095], [3.694242, 3.557894, -0.214388], [4.538592, 2.064134, -0.631495], [4.038986, 0.341416, 2.239605], [3.236565, -1.146447, 1.707085], [6.242062, 0.358805, 1.645999], [8.073182, -0.011629, 0.054441], [7.595753, -0.991141, -2.167281], [5.281633, -1.618159, -2.753464], [-0.317708, -1.182073, 1.315722], [1.250745, -1.946572, 0.992709], [0.951555, -1.134492, 2.539042], [-0.827802, 2.603038, -1.555801], [-2.079173, 3.011881, -0.350130]], "forces_ev_per_angstrom": [[0.1089, -0.0656, -0.1168], [-0.1244, 0.1662, 0.2173], [-0.2072, 0.3247, 0.1859], [-0.0298, -0.4671, 0.0783], [0.2585, -0.1315, 0.2764], [-0.0515, 0.1288, -0.3718], [0.1067, 0.1730, -0.3507], [-0.6604, -0.0016, 0.4393], [0.6489, 0.1103, 0.1459], [-0.7100, -0.0542, -0.1188], [0.7177, -0.3514, 0.3013], [0.1238, -0.1415, 0.0504], [0.0424, 0.4246, -0.2149], [-0.0214, -0.1067, -0.0539], [-0.1552, 0.2439, 0.0711], [0.2059, -0.1530, 0.1476], [-0.0507, -0.1022, -0.0506], [-0.0728, -0.0836, -0.0382], [0.0648, 0.0052, 0.0152], [0.0013, 0.0198, 0.0292], [-0.0802, -0.0072, -0.0179], [0.2304, 0.0751, 0.0436], [-0.0420, -0.1277, -0.1340], [-0.6423, 0.0132, -0.0467], [0.0748, -0.0549, -0.0588], [-0.5487, -0.3339, -0.1940], [0.2985, 0.1175, 0.1963], [0.0228, -0.0372, -0.0944], [0.0304, 0.0222, 0.0126], [0.0163, -0.0131, 0.0220], [-0.0083, 0.0015, -0.0249], [0.0109, 0.0097, -0.1086], [-0.0145, -0.0522, -0.0592], [-0.1674, -0.0167, 0.0672], [-0.0416, 0.0812, -0.0121], [-0.0401, -0.0348, -0.1305], [0.1116, 0.1492, -0.2748], [0.0214, 0.2252, -0.1033], [0.1251, 0.0721, 0.0465], [0.0111, 0.0586, 0.0118], [0.0940, 0.0557, -0.0097], [-0.0336, -0.1436, -0.0730], [0.0008, 0.1507, 0.0342], [-0.0148, 0.0736, 0.1062], [0.0917, 0.0288, 0.0244], [0.0664, -0.0183, -0.0721], [-0.0527, -0.0425, -0.0787], [0.0832, -0.0880, 0.0762], [0.0606, -0.0798, 0.0235], [-0.0301, -0.0745, 0.1001], [0.0354, 0.0333, 0.0755], [0.1356, 0.0187, 0.0108]]}